{"formula": "C14H13NO2PtTe5", "method": "ωB97M-V with the def2-TZVPD basis set", "symbols": ["Pt", "Te", "Te", "Te", "Te", "Te", "C", "O", "C", "C", "C", "C", "C", "C", "N", "C", "C", "C", "C", "C", "C", "C", "O", "H", "H", "H", "H", "H", "H", "H", "H", "H", "H", "H", "H", "H"], "positions_angstrom": [[0.0476, -0.8960, 1.3690], [-1.4227, -0.4335, 3.3920], [-3.2350, -1.6799, 1.9736], [-1.7742, -5.0820, 3.9244], [0.0917, -4.7464, 2.1392], [1.4047, -2.5043, 2.8553], [2.5976, 3.1963, 2.1507], [2.1531, 2.2855, 1.1611], [0.8199, 2.0785, 1.0623], [-0.1339, 2.7332, 1.7856], [-1.5082, 2.4816, 1.5425], [-1.8705, 1.5283, 0.6449], [-0.8890, 0.7893, -0.0830], [0.4625, 1.1742, 0.0251], [1.4386, 0.9555, -0.8878], [1.3244, 0.3242, -2.1057], [0.4640, -0.7937, -2.3554], [-0.1489, -0.9731, -3.6129], [-1.0233, -2.0146, -3.8351], [-1.3021, -2.9153, -2.8011], [-0.6722, -2.7966, -1.5748], [0.2537, -1.7692, -1.3325], [1.0005, -1.7566, -0.2556], [3.6808, 3.2103, 2.0833], [2.2984, 2.8617, 3.1469], [2.2046, 4.1987, 1.9666], [0.1530, 3.4583, 2.5335], [-2.2577, 3.0382, 2.0888], [-2.9135, 1.3160, 0.4579], [-1.2040, 0.1869, -0.9230], [2.3044, 1.4288, -0.6807], [1.9298, 0.7524, -2.8956], [0.0508, -0.2557, -4.4011], [-1.4968, -2.1289, -4.8014], [-1.9961, -3.7296, -2.9715], [-0.8317, -3.5229, -0.7854]], "atomic_forces_ev_per_a": [[-0.219, -0.208, -0.362], [0.257, -0.070, 0.133], [0.164, -0.064, -0.028], [-0.086, 0.030, 0.122], [0.082, -0.097, -0.186], [-0.205, 0.003, 0.167], [0.049, 0.014, 0.027], [0.222, 0.134, 0.094], [-0.089, 0.377, 0.557], [-0.169, 0.014, 0.074], [0.099, 0.132, 0.118], [0.051, -0.134, -0.200], [-0.201, -0.095, 0.102], [-0.111, 0.111, -0.239], [0.203, -0.323, -0.635], [-0.208, -0.288, -0.140], [0.261, 0.226, 0.169], [0.006, -0.039, 0.059], [0.013, 0.011, 0.033], [-0.005, 0.010, 0.013], [0.047, 0.052, -0.050], [-0.316, -0.150, -0.853], [0.191, 0.328, 1.015], [0.009, 0.003, 0.003], [-0.003, 0.002, -0.009], [0.007, -0.001, -0.001], [-0.030, 0.007, -0.014], [0.019, 0.004, 0.004], [-0.015, -0.040, 0.016], [-0.018, 0.082, 0.000], [0.028, -0.031, -0.028], [-0.035, -0.021, 0.015], [0.013, 0.008, 0.022], [0.001, -0.005, 0.014], [0.010, 0.009, 0.012], [-0.024, 0.005, -0.022]], "e_lumo_ev": [-0.69, -2.61], "s_squared": 6.0550, "homo_energy_ha": [-0.2271, -0.2736], "gap_ev": [5.5, 4.8], "relative_energy_kcal_mol": 0.0, "spin_multiplicity": 5}